# C52H128N4O22

10 unconnected molecules or ions with the total composition C52H128N4O22 (the ωB97M-V functional and the def2-TZVPD basis, the Open Molecules 2025 dataset).

Values from the calculation:
Energy above the lowest of the compared OMol25 structures with the same formula, charge and spin, kJ/mol: 698.6
HOMO level, eV: -8.747
DFT total energy, Ha: -3931.59959
SMILES string: COC[C@H](C)N.COC[C@H](C)N.COC[C@H](C)N.COC[C@H](C)N.COCCOCCOC.COCCOCCOC.COCCOCCOC.COCCOCCOC.COCCOCCOC.COCCOCCOC

The geometry in XYZ format:
```
206
Properties=species:S:1:pos:R:3:lowdin_charge:R:1
C 1.18945 -10.05505 -4.08719 -0.04
O 0.35413 -8.86851 -4.35353 -0.20
C -0.70085 -8.64662 -3.42435 -0.22
C -1.48721 -7.35077 -3.61171 -0.17
O -2.78353 -7.29209 -3.01448 -0.10
C -2.80549 -6.89519 -1.67884 -0.20
C -2.77563 -5.37255 -1.48175 -0.23
O -3.84963 -4.78599 -2.15837 -0.18
C -4.90696 -4.38387 -1.29564 -0.09
H 2.05426 -9.94589 -4.74162 0.09
H 0.55585 -10.89516 -4.37159 0.09
H 1.48516 -10.02209 -3.03859 0.08
H -0.31080 -8.63972 -2.40655 0.11
H -1.40611 -9.46432 -3.27583 0.12
H -1.61987 -7.17525 -4.67928 0.11
H -0.87495 -6.51583 -3.27096 0.12
H -1.98600 -7.25716 -1.05794 0.13
H -3.78621 -7.16091 -1.28429 0.13
H -1.84967 -4.96038 -1.88276 0.11
H -2.77472 -5.03261 -0.44611 0.11
H -5.52768 -3.78836 -1.96509 0.09
H -4.55260 -3.95158 -0.35988 0.08
H -5.50035 -5.26513 -1.05197 0.08
C 2.85323 -1.74695 -3.43164 -0.12
O 3.79367 -1.67247 -2.41893 -0.18
C 3.97921 -2.87248 -1.71338 -0.20
C 2.73070 -3.16094 -0.90950 -0.19
O 3.01226 -4.10136 0.13026 -0.12
C 2.20972 -4.16167 1.27663 -0.18
C 2.37605 -3.06672 2.34831 -0.17
O 1.34586 -3.29105 3.33376 -0.23
C 1.71454 -3.06897 4.67349 -0.11
H 2.85107 -2.67602 -4.00167 0.10
H 3.11912 -0.91232 -4.08032 0.10
H 1.88008 -1.61477 -2.95878 0.06
H 4.80562 -2.82920 -1.00396 0.13
H 4.10858 -3.79684 -2.27635 0.13
H 1.87017 -3.48664 -1.49389 0.13
H 2.55680 -2.17549 -0.47739 0.12
H 2.52734 -5.07367 1.78208 0.13
H 1.13640 -4.24934 1.10812 0.12
H 2.38348 -1.99806 2.13380 0.12
H 3.37875 -3.18638 2.75863 0.12
H 1.55716 -2.02153 4.93076 0.09
H 2.60129 -3.60995 5.00383 0.09
H 0.97467 -3.65858 5.21482 0.08
C -1.43263 -8.08116 -11.36034 -0.14
O -0.38932 -7.26416 -10.88654 -0.17
C -0.21051 -7.48251 -9.44238 -0.19
C 0.99935 -6.73055 -8.97643 -0.23
O 1.22973 -6.81520 -7.59790 -0.11
C 0.27335 -6.28801 -6.67379 -0.17
C 0.03366 -4.75419 -6.77456 -0.14
O 0.02904 -4.06576 -5.45645 -0.20
C -0.68208 -2.87109 -5.41920 -0.14
H -2.30796 -7.96600 -10.72110 0.09
H -1.20407 -9.13715 -11.50431 0.08
H -1.65216 -7.79670 -12.38941 0.08
H 0.13473 -8.49834 -9.25006 0.13
H -1.10120 -7.25571 -8.85643 0.12
H 0.96966 -5.79294 -9.53150 0.13
H 1.86020 -7.25982 -9.38498 0.13
H 0.75389 -6.39051 -5.70082 0.12
H -0.65364 -6.85021 -6.56093 0.10
H -0.76960 -4.46774 -7.45340 0.12
H 0.82383 -4.26178 -7.34136 0.12
H -1.72982 -3.16866 -5.46165 0.09
H -0.42592 -2.10660 -6.15273 0.09
H -0.54559 -2.46846 -4.41553 0.07
C 9.84822 7.92089 -0.13664 -0.12
O 8.60744 8.56998 -0.13971 -0.19
C 7.50407 7.68139 -0.02646 -0.20
C 7.39338 6.99189 1.34101 -0.23
O 6.12247 6.52887 1.64696 -0.16
C 6.03112 6.40068 3.12609 -0.15
C 4.95482 5.44234 3.52529 -0.19
O 3.62992 5.85721 3.06793 -0.20
C 2.97261 5.07041 2.04287 -0.07
H 9.92764 7.16833 -0.92113 0.09
H 10.09652 7.53248 0.85108 0.08
H 10.54167 8.75134 -0.26928 0.09
H 7.50466 7.04331 -0.91018 0.12
H 6.64311 8.34674 -0.09079 0.12
H 7.83816 7.68237 2.05761 0.13
H 7.88964 6.02583 1.24857 0.13
H 5.79181 7.35998 3.58497 0.13
H 6.91920 5.95048 3.56963 0.13
H 4.96212 5.33476 4.60994 0.12
H 5.29621 4.47859 3.14748 0.13
H 3.43541 5.54183 1.17588 0.06
H 1.89447 5.19305 1.93960 0.08
H 3.11042 3.99218 1.96210 0.08
C -4.86376 2.49951 4.03267 -0.05
O -3.97054 2.76753 2.88619 -0.21
C -2.93026 1.91884 2.46656 -0.20
C -3.50809 0.81301 1.47685 -0.10
O -3.80604 1.50109 0.18304 -0.16
C -5.18147 1.72249 -0.13227 -0.19
C -5.51079 1.59982 -1.63040 -0.15
O -5.33977 2.76048 -2.50517 -0.19
C -4.07935 3.35897 -2.52730 -0.13
H -5.58063 3.30140 4.20927 0.09
H -4.34461 2.25408 4.95914 0.07
H -5.45898 1.65130 3.69450 0.07
H -2.51428 1.26351 3.23182 0.11
H -2.16139 2.49649 1.95348 0.08
H -4.33219 0.44397 2.08739 0.11
H -2.71624 0.08053 1.32014 0.10
H -5.43817 2.71026 0.25051 0.13
H -5.86189 1.00209 0.32176 0.12
H -6.58592 1.51891 -1.79057 0.12
H -4.99674 0.73471 -2.04925 0.12
H -3.58664 3.45210 -1.55948 0.06
H -4.19192 4.28156 -3.09671 0.09
H -3.36082 2.81759 -3.14270 0.09
C -1.42443 -1.74680 3.52157 -0.11
O -2.72001 -1.58327 4.06846 -0.19
C -3.73459 -2.43020 3.49577 -0.18
C -5.10937 -2.35764 4.20760 -0.15
O -5.06558 -2.94472 5.53212 -0.14
C -5.96999 -4.03381 5.82007 -0.17
C -6.12999 -4.31295 7.34795 -0.19
O -7.04404 -5.41483 7.51916 -0.18
C -6.82711 -6.18698 8.69232 -0.12
H -0.83668 -0.98695 4.03660 0.09
H -1.36866 -1.37791 2.49740 0.06
H -0.89383 -2.69835 3.55477 0.08
H -3.34684 -3.44880 3.50974 0.12
H -3.85413 -2.19868 2.43737 0.11
H -5.81772 -2.87999 3.56459 0.12
H -5.40589 -1.31410 4.31347 0.12
H -5.85905 -5.02018 5.36969 0.12
H -6.97338 -3.72898 5.52282 0.12
H -6.47721 -3.44046 7.90140 0.12
H -5.19287 -4.44268 7.88932 0.11
H -7.13827 -7.23030 8.63948 0.08
H -7.56188 -5.82420 9.41107 0.09
H -5.81101 -6.35683 9.04840 0.09
C 3.97114 5.82117 -3.12002 -0.05
C 4.21343 5.72757 -1.60030 -0.43
C 5.18598 4.57436 -1.35823 -0.25
O 4.63406 3.37053 -1.73192 -0.19
C 5.38259 2.14048 -1.86852 -0.07
N 4.67933 6.98600 -1.03742 0.07
H 3.05138 6.35486 -3.35944 0.06
H 3.83811 4.89769 -3.68356 0.07
H 4.89770 6.25814 -3.49236 0.08
H 3.31168 5.31270 -1.14994 0.12
H 5.55634 4.46684 -0.33874 0.12
H 6.09432 4.80053 -1.91668 0.12
H 4.91073 1.24194 -2.26613 0.07
H 5.71195 1.80180 -0.88623 0.08
H 6.32414 2.25621 -2.40534 0.08
H 3.98813 7.71221 -0.91520 0.09
H 5.00569 6.72954 -0.11666 0.03
C -1.25272 4.46162 0.18590 -0.07
C -1.87754 5.86004 0.12887 -0.43
C -2.25724 6.45636 -1.29286 -0.07
O -0.99711 6.34445 -2.11989 -0.19
C -0.12685 7.44419 -2.06220 -0.14
N -2.96501 5.85109 1.11138 0.03
H -0.81725 4.26417 1.16543 0.06
H -0.41513 4.42753 -0.51079 0.06
H -1.97185 3.70193 -0.12039 0.06
H -1.29194 6.50951 0.77953 0.12
H -2.81915 7.38240 -1.17128 0.12
H -2.88695 5.61103 -1.57034 0.08
H -0.43911 8.39394 -2.49644 0.08
H 0.61416 7.19957 -2.82323 0.08
H 0.26225 7.68334 -1.07250 0.09
H -3.65203 5.22997 0.70850 0.06
H -2.58691 5.58349 2.00890 0.06
C 0.61016 1.20094 1.67802 -0.03
C 1.22246 0.91002 0.29930 -0.37
C 0.38919 0.13820 -0.73902 -0.17
O -0.10206 -1.02781 -0.05672 -0.21
C -0.91940 -1.85359 -0.86307 -0.11
N 1.41349 2.24904 -0.27151 0.05
H 0.10878 0.50106 2.34653 0.05
H -0.12521 2.00111 1.59402 0.04
H 1.28681 1.69018 2.37865 0.07
H 2.24027 0.52024 0.31461 0.13
H 0.88933 -0.21234 -1.64183 0.10
H -0.42795 0.65793 -1.23928 0.12
H -1.90691 -1.39945 -0.94484 0.08
H -1.06227 -2.84705 -0.43794 0.08
H -0.54806 -1.99673 -1.87781 0.07
H 2.05538 2.09703 -1.03635 0.07
H 0.54227 2.54399 -0.68875 0.04
C -1.30617 2.78995 7.05292 -0.06
C -1.24166 3.97829 6.09820 -0.45
C -0.39502 3.91775 4.81598 -0.25
O 0.86789 3.47490 5.00222 -0.14
C 1.78702 4.52531 5.30623 -0.08
N -2.58321 4.31707 5.73839 0.05
H -1.78951 3.11106 7.97561 0.08
H -0.32515 2.54822 7.46189 0.07
H -1.68707 1.86681 6.61609 0.08
H -0.85648 4.79934 6.70287 0.12
H -0.49189 4.93168 4.42784 0.13
H -0.96348 3.27387 4.14489 0.11
H 1.85244 5.31078 4.55333 0.07
H 2.80461 4.25482 5.58813 0.09
H 1.46109 5.14956 6.13819 0.08
H -3.18398 3.94564 6.46033 0.06
H -2.83342 3.84914 4.87900 0.03
```

# C6H4BrF3IN

A single C6H4BrF3IN molecule (the ωB97M-V functional and the def2-TZVPD basis, the Open Molecules 2025 dataset).

Values from the calculation:
Energy above the lowest of the compared OMol25 structures with the same formula, charge and spin, kJ/mol: 0.0
HOMO level, eV: -9.611
DFT total energy, Ha: -3457.06407
SMILES string: FC(F)(F)[C@]1(I)CC=C(Br)C=N1

The geometry in XYZ format:
```
16
Properties=species:S:1:pos:R:3:lowdin_charge:R:1
C -1.64586 0.06659 -0.52035 -0.10
C -0.05201 -1.71032 -0.64850 -0.19
C -1.41762 -1.18214 -0.94037 -0.66
C -0.63023 0.94097 0.19991 -0.17
C 0.76853 0.37776 0.02249 -0.72
C 1.58735 0.74957 1.30420 -0.76
N 0.91168 -1.02360 -0.21478 0.02
F 1.01756 0.07699 2.28653 0.16
F 2.84579 0.43959 1.27450 0.18
F 1.48114 2.04360 1.51089 0.15
Br -2.66525 -2.33700 -1.83225 0.72
I 1.73600 1.27254 -1.78059 0.86
H -2.63731 0.41992 -0.76236 0.10
H 0.13664 -2.84075 -0.90999 0.14
H -0.63884 2.00535 -0.23824 0.13
H -0.79756 0.70093 1.24891 0.13
```